Entry 1:
{"formula": "C40H38F6IrN6O4S3", "method": "ωB97M-V/def2-TZVPD", "elements": ["Ir", "S", "S", "S", "F", "F", "F", "F", "F", "F", "O", "O", "O", "O", "N", "N", "N", "N", "N", "N", "C", "C", "C", "C", "C", "C", "C", "C", "C", "C", "C", "C", "C", "C", "C", "C", "C", "C", "C", "C", "C", "C", "C", "C", "C", "C", "C", "C", "C", "C", "C", "C", "C", "C", "C", "C", "C", "C", "C", "C", "H", "H", "H", "H", "H", "H", "H", "H", "H", "H", "H", "H", "H", "H", "H", "H", "H", "H", "H", "H", "H", "H", "H", "H", "H", "H", "H", "H", "H", "H", "H", "H", "H", "H", "H", "H", "H", "H"], "coordinates": [[1.101, -0.861, 0.515], [-1.018, -0.044, -0.017], [0.916, -2.900, -2.225], [1.173, 0.862, 2.089], [4.533, -0.274, -0.829], [1.005, 2.357, -2.615], [2.329, 3.228, -1.149], [3.883, 1.417, 0.333], [4.871, 1.719, -1.561], [3.056, 2.750, -3.132], [-0.046, -1.887, -2.561], [1.554, 0.612, -0.806], [2.135, -3.033, -2.967], [0.569, -2.190, 2.068], [-1.125, 2.534, -0.604], [-1.866, -8.115, -2.277], [3.241, -4.016, -0.342], [-0.011, 3.219, 1.842], [2.878, -1.925, 0.713], [1.291, -2.618, -0.635], [1.480, 6.104, 3.199], [-4.125, 1.774, -0.812], [-3.343, 2.555, -1.662], [0.665, 3.728, 3.045], [-2.916, -2.260, 2.826], [-5.466, 2.070, -0.631], [-4.166, -2.281, 2.231], [0.811, -5.617, -2.003], [-3.923, 3.628, -2.327], [2.692, 4.549, 1.820], [-1.917, -5.718, -2.537], [2.265, 2.317, -2.150], [4.828, -3.109, 1.215], [-0.656, 1.596, 0.177], [0.160, -6.832, -2.026], [0.093, -4.447, -2.232], [2.524, -2.929, -0.125], [4.010, -2.012, 1.397], [-0.283, -2.932, 4.116], [-1.214, -6.902, -2.292], [-0.926, 4.152, 1.183], [2.373, 7.109, 2.850], [-0.872, 3.945, -0.306], [-4.288, -2.641, 0.895], [2.718, -0.041, -2.847], [-1.781, -2.554, 2.070], [1.638, 4.823, 2.688], [0.165, 2.001, 1.373], [3.983, 0.948, -0.922], [3.419, 6.835, 1.982], [4.393, -4.082, 0.322], [2.607, 0.891, -1.646], [-5.269, 3.922, -2.150], [-1.908, -2.919, 0.729], [3.577, 5.554, 1.466], [-1.266, -4.499, -2.507], [-3.164, -2.973, 0.151], [-1.876, 2.255, -1.840], [-6.040, 3.145, -1.300], [-0.447, -2.521, 2.687], [2.819, 3.551, 1.418], [-0.801, -3.869, 4.318], [-3.324, 4.230, -3.001], [-1.796, -3.581, -2.724], [-2.827, -1.989, 3.870], [-1.304, -8.943, -2.371], [4.995, -4.964, 0.139], [4.113, 7.618, 1.708], [0.103, 4.225, -0.712], [-0.601, 5.162, 1.430], [-5.713, 4.755, -2.678], [-0.729, -2.167, 4.756], [2.249, 8.105, 3.255], [-5.044, -2.033, 2.812], [4.393, 5.336, 0.789], [-5.268, -2.676, 0.435], [0.774, -3.015, 4.354], [-2.759, -8.167, -2.737], [1.780, -0.022, -3.398], [-3.265, -3.276, -0.881], [-6.069, 1.457, 0.026], [0.715, -7.745, -1.847], [-1.443, 2.891, -2.613], [1.159, 2.893, 3.535], [0.662, 6.319, 3.877], [-1.024, -3.177, 0.158], [1.874, -5.564, -1.808], [-2.975, -5.762, -2.765], [5.765, -3.204, 1.740], [-7.089, 3.371, -1.161], [2.890, -1.060, -2.511], [-1.692, 1.216, -2.107], [4.254, -1.193, 2.061], [-1.648, 4.533, -0.792], [-3.685, 0.925, -0.301], [-0.109, 4.104, 3.718], [-1.939, 4.000, 1.566], [3.536, 0.253, -3.504]], "atomic_forces_ev_per_a": [[-0.389, -0.125, 0.216], [-0.043, -0.010, 0.027], [-0.144, -0.208, 0.130], [0.062, -0.046, -0.075], [0.004, -0.069, -0.019], [-0.036, 0.001, -0.062], [-0.020, 0.001, -0.011], [-0.101, 0.035, 0.113], [0.011, 0.044, -0.060], [-0.012, -0.003, -0.003], [-0.015, -0.011, -0.008], [0.143, -0.101, 0.154], [-0.058, -0.153, -0.034], [0.129, 0.188, 0.186], [-0.033, -0.013, 0.033], [-0.005, -0.004, 0.026], [0.029, 0.027, -0.015], [0.025, -0.012, 0.002], [0.014, 0.003, 0.037], [0.220, 0.303, -0.243], [0.009, -0.002, 0.009], [0.005, 0.011, -0.003], [0.005, -0.004, 0.015], [-0.012, -0.001, 0.008], [0.011, 0.020, -0.001], [0.005, -0.005, 0.000], [0.004, -0.003, -0.019], [0.009, -0.012, 0.009], [-0.004, -0.003, -0.007], [-0.005, 0.004, -0.007], [-0.002, -0.005, -0.002], [0.144, 0.001, 0.060], [0.012, -0.005, -0.001], [0.027, 0.037, -0.028], [0.002, 0.006, 0.002], [-0.033, -0.005, 0.000], [0.002, -0.020, -0.075], [-0.027, 0.004, -0.015], [0.015, -0.053, -0.038], [0.000, 0.012, -0.009], [-0.013, -0.012, -0.011], [0.000, 0.000, 0.000], [0.016, -0.009, -0.002], [0.001, 0.004, 0.001], [0.079, 0.074, 0.076], [-0.082, 0.039, 0.008], [0.000, -0.002, -0.002], [-0.006, 0.049, -0.063], [-0.021, -0.003, 0.023], [0.000, 0.000, 0.001], [0.007, 0.013, 0.010], [0.010, -0.035, -0.174], [-0.004, 0.000, -0.001], [0.035, -0.044, 0.011], [0.000, -0.001, -0.005], [0.004, 0.005, -0.014], [-0.007, -0.008, -0.002], [-0.007, 0.012, -0.010], [-0.002, -0.002, -0.002], [-0.022, -0.094, -0.074], [0.010, -0.024, -0.014], [-0.014, 0.007, -0.007], [0.001, 0.001, 0.002], [0.003, -0.003, 0.001], [0.011, -0.003, 0.003], [0.002, 0.000, -0.010], [0.000, 0.000, -0.001], [0.000, 0.000, 0.000], [-0.004, 0.001, -0.006], [0.005, -0.002, -0.004], [0.000, 0.000, 0.000], [-0.003, 0.005, -0.003], [0.000, 0.000, -0.001], [0.000, 0.001, -0.001], [-0.001, 0.000, 0.000], [0.000, 0.000, 0.001], [0.000, 0.000, 0.006], [0.001, 0.000, -0.008], [0.006, -0.002, 0.012], [0.004, 0.005, -0.002], [0.001, 0.001, 0.001], [0.001, 0.000, 0.001], [-0.015, -0.003, 0.016], [0.004, 0.004, 0.005], [-0.001, 0.000, -0.002], [-0.016, 0.000, 0.001], [-0.015, -0.005, -0.006], [0.003, 0.003, 0.003], [0.000, -0.001, -0.003], [0.000, 0.000, 0.000], [0.061, 0.204, -0.049], [0.004, 0.002, -0.004], [0.002, 0.006, 0.003], [-0.008, -0.001, 0.005], [0.005, -0.007, 0.005], [0.001, -0.003, -0.001], [0.004, 0.006, 0.000], [0.011, -0.003, -0.010]], "mol_weight_g_mol": 1069.188, "total_energy_ev": -110875.0785, "orbital_gap_ev": 6.56, "de_lowest_kcal_mol": 4.7, "homo_ev": -10.1, "total_charge": 1}

Entry 2:
{"formula": "C40H38N5P2ReS", "method": "ωB97M-V/def2-TZVPD", "elements": ["Re", "S", "P", "P", "N", "N", "N", "N", "N", "C", "C", "C", "C", "C", "C", "C", "C", "C", "C", "C", "C", "C", "C", "C", "C", "C", "C", "C", "C", "C", "C", "C", "C", "C", "C", "C", "C", "C", "C", "C", "C", "C", "C", "C", "C", "C", "C", "C", "C", "H", "H", "H", "H", "H", "H", "H", "H", "H", "H", "H", "H", "H", "H", "H", "H", "H", "H", "H", "H", "H", "H", "H", "H", "H", "H", "H", "H", "H", "H", "H", "H", "H", "H", "H", "H", "H", "H"], "coordinates": [[-0.414, -0.111, -0.112], [-0.203, -1.867, -1.376], [1.685, 0.543, -1.179], [-0.902, 2.288, -0.800], [-0.361, -1.680, 1.280], [-2.260, -0.010, 0.989], [1.413, 3.262, -2.018], [0.390, -2.816, 1.081], [0.901, -4.247, -0.665], [-2.193, 1.424, -3.067], [3.026, 6.488, -4.062], [3.985, 2.427, 2.296], [-1.094, -2.614, 3.436], [2.487, 4.146, -3.992], [-1.140, -1.643, 2.312], [-1.267, 3.035, 1.827], [-3.265, -0.555, 3.088], [-4.392, 0.184, 2.738], [-2.895, 3.954, 0.298], [-3.507, 4.608, 1.359], [2.675, -0.639, -2.121], [2.695, 1.237, 0.143], [3.011, 5.219, -4.660], [2.500, 6.669, -2.774], [-2.231, -0.661, 2.185], [-2.514, 3.955, -4.169], [2.236, -1.059, -3.380], [-2.978, 2.833, -4.846], [-3.004, 4.479, 2.645], [4.624, -2.029, -2.332], [3.832, 2.014, -0.072], [0.397, -3.128, -0.166], [-1.735, 2.549, -2.378], [1.940, 4.315, -2.686], [4.478, 2.600, 1.006], [1.960, 5.612, -2.094], [-4.459, 0.766, 1.486], [3.002, -1.951, -4.111], [2.215, 1.059, 1.441], [-2.818, 1.568, -4.298], [-1.772, 3.166, 0.532], [-1.892, 3.820, -2.939], [-3.362, 0.662, 0.646], [-1.881, 3.692, 2.880], [4.196, -2.436, -3.587], [0.551, 3.452, -0.863], [3.868, -1.127, -1.595], [2.851, 1.657, 2.519], [1.661, 1.899, -2.466], [-3.481, 4.995, 3.468], [1.111, 3.334, 0.070], [-4.379, 5.223, 1.177], [5.372, 3.186, 0.845], [-2.056, 0.439, -2.635], [2.535, 7.645, -2.310], [-0.973, -2.074, 4.378], [-3.179, 0.695, -4.826], [4.210, -0.810, -0.618], [-3.372, 1.123, -0.332], [2.446, 3.188, -4.487], [1.232, -4.972, -0.047], [-1.552, 4.707, -2.415], [2.645, 1.848, -2.925], [4.498, 2.885, 3.132], [4.792, -3.132, -4.161], [5.551, -2.408, -1.924], [-2.027, -3.177, 3.503], [0.921, 1.615, -3.224], [-5.221, 0.271, 3.428], [-2.648, 4.938, -4.600], [4.229, 2.146, -1.073], [-3.307, 4.049, -0.700], [-0.272, -3.310, 3.311], [2.669, -2.272, -5.089], [1.608, 5.764, -1.084], [3.402, 5.089, -5.659], [-3.213, -1.069, 4.037], [3.447, 7.330, -4.595], [1.364, 0.392, 1.621], [0.129, 4.452, -0.878], [2.483, 1.506, 3.525], [-0.387, 2.423, 2.017], [-3.467, 2.947, -5.804], [1.295, -0.704, -3.789], [-5.337, 1.302, 1.158], [0.910, -4.423, -1.655], [-1.486, 3.597, 3.883]], "atomic_forces_ev_per_a": [[-0.458, 0.557, -0.316], [-0.032, -0.240, -0.411], [0.368, -0.062, 0.533], [-0.139, -0.188, -0.134], [-0.194, 0.273, -0.003], [0.278, -0.077, 0.441], [0.107, 0.145, -0.037], [0.217, -0.598, -0.018], [0.032, -0.132, -0.079], [-0.020, 0.116, -0.023], [0.001, -0.001, -0.002], [-0.032, -0.018, -0.007], [-0.052, -0.002, 0.037], [0.060, -0.002, -0.127], [0.151, -0.080, -0.050], [-0.019, 0.006, -0.052], [0.013, -0.025, 0.053], [-0.036, 0.024, -0.018], [-0.030, -0.013, 0.001], [-0.015, 0.009, 0.023], [0.019, 0.003, 0.080], [-0.082, 0.069, -0.082], [-0.013, -0.019, 0.015], [-0.008, -0.023, 0.011], [-0.007, 0.143, -0.034], [0.004, 0.062, -0.006], [0.061, 0.003, 0.007], [-0.003, -0.040, 0.009], [0.003, -0.009, -0.036], [0.021, -0.023, -0.016], [-0.008, -0.005, 0.022], [-0.189, 0.570, 0.134], [0.081, -0.164, 0.038], [-0.080, -0.147, 0.110], [0.016, -0.001, -0.027], [0.020, 0.163, 0.049], [0.039, -0.020, 0.021], [-0.060, 0.029, -0.015], [-0.016, 0.010, -0.022], [0.006, -0.010, 0.023], [0.031, -0.037, -0.080], [-0.004, 0.008, 0.019], [-0.062, -0.037, 0.040], [0.027, -0.012, 0.041], [0.023, -0.004, 0.028], [-0.049, -0.048, 0.015], [-0.049, 0.005, 0.013], [0.020, 0.005, 0.026], [-0.073, -0.163, -0.137], [-0.003, 0.000, -0.003], [0.019, -0.009, -0.005], [0.000, -0.001, 0.003], [-0.003, -0.001, 0.005], [-0.013, -0.021, -0.014], [0.004, 0.002, -0.008], [-0.008, -0.006, -0.004], [-0.004, 0.010, -0.005], [0.011, -0.009, -0.005], [0.025, -0.020, -0.012], [-0.002, -0.011, 0.008], [0.004, 0.015, 0.013], [-0.002, 0.000, -0.015], [0.013, 0.022, -0.011], [-0.003, -0.001, 0.002], [0.003, 0.002, 0.004], [-0.002, -0.003, -0.003], [0.003, -0.003, -0.034], [0.007, -0.005, 0.005], [0.010, -0.006, 0.008], [0.006, -0.001, 0.008], [0.015, 0.006, 0.008], [0.014, 0.005, 0.022], [0.027, 0.008, 0.013], [0.005, 0.003, 0.001], [0.007, -0.012, -0.011], [0.001, 0.011, 0.001], [0.000, 0.006, 0.000], [-0.001, -0.005, 0.001], [0.001, -0.002, 0.005], [-0.021, -0.017, -0.021], [0.005, 0.005, 0.001], [-0.003, 0.012, 0.026], [0.003, 0.004, 0.000], [0.015, -0.004, -0.026], [0.003, 0.001, -0.009], [0.004, 0.022, 0.001], [-0.005, 0.003, 0.000]], "mol_weight_g_mol": 869.001, "multiplicity": 2, "total_energy_ev": -81065.9725, "orbital_gap_ev": [6.47, 5.26], "s2": 0.781, "de_lowest_kcal_mol": 11.5, "homo_ev": [-15.7, -15.7], "total_charge": 3}